[1]
{"formula": "C8H16N4O3P", "method": "ωB97M-V/def2-TZVPD", "homo_energy_ev": -3.21, "energy_ev": -29947.918, "lumo_energy_ha": 0.0959, "spin_multiplicity": 1, "total_charge": -1, "elements": ["N", "C", "N", "O", "C", "H", "H", "H", "H", "H", "C", "H", "C", "N", "H", "C", "C", "N", "H", "H", "C", "O", "H", "H", "H", "O", "H", "H", "H", "P", "H", "C"], "xyz": [[-1.9129, 0.1566, 1.5329], [1.1448, 0.2229, -0.0074], [2.8419, -1.8689, -0.1426], [2.5581, -4.2579, -0.9912], [0.8986, 3.2856, -2.7210], [4.1143, -0.4786, -1.1344], [1.8765, 3.2597, -2.2428], [0.1488, 3.2653, -1.9319], [-4.4222, 0.3719, 4.2078], [3.3714, -4.4050, -0.5092], [-2.0842, -0.7634, 0.8677], [1.0902, -1.7782, -2.5859], [0.7307, 2.1581, -3.6230], [-4.5841, 3.4416, 4.9080], [1.2561, -0.1178, 1.0273], [-3.6798, 1.1547, 4.0560], [-4.1831, 2.4334, 4.5333], [0.5892, 1.2771, -4.3439], [0.5834, -0.5103, -0.5939], [3.8422, -0.2542, 0.6283], [3.3754, -0.5623, -0.3227], [1.1226, -2.5852, -2.0685], [0.7991, 4.2284, -3.2575], [-2.7741, 0.8694, 4.5872], [-2.6123, -1.6190, -0.9748], [2.3775, 0.4587, -0.6439], [0.5708, 1.1573, 0.0393], [-1.2417, -2.3804, -0.1666], [-2.8884, -2.6567, 0.4305], [2.7294, -2.6890, -1.5335], [-3.4402, 1.1917, 2.9964], [-2.2175, -1.9181, -0.0055]], "forces_ev_per_a": [[-0.22, -0.04, 0.02], [-0.14, 0.22, -0.05], [0.23, 0.23, -0.42], [-0.45, 0.02, -0.31], [0.08, 0.27, 0.29], [-0.05, 0.16, -0.05], [0.02, -0.17, -0.05], [-0.04, -0.13, -0.03], [-0.06, 0.07, 0.05], [0.18, -0.15, 0.34], [0.28, 0.08, -0.06], [0.00, 0.17, -0.22], [0.01, -0.07, 0.00], [-0.02, 0.01, 0.02], [0.02, -0.20, -0.13], [0.00, -0.24, -0.05], [-0.01, 0.02, 0.02], [-0.05, 0.02, -0.05], [-0.19, -0.11, 0.39], [0.01, 0.19, -0.11], [-0.12, -0.65, 0.68], [-0.26, -0.52, 0.25], [-0.01, -0.06, -0.10], [0.02, 0.09, 0.01], [0.01, 0.08, 0.01], [0.11, 0.32, -0.04], [0.18, 0.06, -0.23], [0.08, 0.08, 0.00], [-0.01, 0.04, 0.06], [0.30, 0.40, -0.11], [0.05, 0.11, 0.00], [0.03, -0.27, -0.14]], "lowdin_charge": [0.1469, -0.1939, -0.2804, -0.3443, -0.0776, 0.0644, 0.0830, 0.0783, 0.0793, -0.0026, -0.2570, -0.0079, -0.2872, 0.1078, 0.0757, -0.0918, -0.2915, 0.1253, 0.0447, 0.0841, -0.4633, -0.3548, 0.0735, 0.0825, 0.0853, -0.2509, 0.0591, 0.0835, 0.0774, 0.5766, 0.0334, -0.0579]}

***

[2]
{"formula": "C24H38BN7O6", "method": "ωB97M-V/def2-TZVPD", "homo_energy_ev": -8.14, "energy_ev": -48880.635, "lumo_energy_ha": -0.0461, "smiles": "CC[C@H](C)c1c(N=C=O)c(CC(=O)N(C)C)c(B(C)O)c2nc(O)c(N)nc12.CNC(C)=O.CNC(C)=O", "spin_multiplicity": 1, "total_charge": 0, "elements": ["O", "H", "O", "C", "H", "C", "H", "C", "H", "H", "H", "C", "B", "H", "O", "H", "C", "C", "H", "C", "N", "O", "C", "O", "H", "H", "H", "C", "H", "N", "H", "H", "H", "C", "H", "H", "H", "C", "C", "H", "H", "N", "N", "H", "C", "C", "O", "H", "H", "C", "H", "H", "H", "H", "C", "H", "H", "C", "H", "N", "H", "N", "H", "H", "C", "C", "C", "H", "C", "N", "C", "H", "C", "C", "H", "H"], "xyz": [[0.5542, -2.4967, 2.0079], [1.6502, -3.1456, 7.4409], [1.2838, -3.5407, 4.9797], [-4.2790, -1.6305, -4.7901], [-3.5382, -1.8418, -3.8812], [-0.2189, -1.4567, 1.2505], [-5.4168, 4.1658, 0.3698], [-2.5878, 1.9691, -0.7506], [4.2385, -0.6388, 4.3239], [-3.0399, 5.2338, 0.8776], [-1.9418, 2.0554, -5.2897], [-1.6553, 0.9926, -3.2935], [0.0328, -1.2859, -3.3454], [1.8186, -0.0338, -4.2597], [-0.5812, -2.5156, -3.9546], [-5.0565, 3.7838, -1.4400], [1.6409, -1.0047, -3.5980], [-4.2727, 2.7026, -3.8974], [-2.2772, 4.8893, -0.9079], [-1.7782, 0.7318, 0.0222], [2.4801, -1.6986, 4.5234], [-1.8799, -0.9064, -6.6238], [-2.5143, 2.0938, -2.4072], [6.3596, 0.3350, 4.1932], [-5.3934, -1.6413, -4.3659], [8.8285, -3.0237, 3.7410], [-5.3660, 1.0506, 0.1917], [-0.9105, -0.3673, -0.8056], [2.1228, -1.9259, -4.1801], [-0.1037, -1.5060, -0.2474], [3.2157, -2.3831, 7.1030], [3.4138, -0.3723, 5.8827], [0.2365, -3.0174, -4.3069], [-4.7929, -0.0551, -6.6830], [2.7532, 0.3415, 4.3877], [8.3659, 1.7141, 3.5445], [-0.9840, -1.4986, 3.9678], [-4.9621, 3.3371, -0.3594], [-5.9535, 2.0089, -0.1345], [2.2899, -1.9237, 3.5539], [-4.0860, -2.5148, -5.5618], [-1.1052, -0.5025, 3.6774], [7.4375, -1.5158, 3.5260], [-4.9734, 1.1156, -6.8073], [-2.4890, 4.4625, 0.1620], [8.5268, -2.2933, 2.9861], [-5.4129, 2.2224, -4.4523], [-6.7566, 2.2680, 0.7093], [-1.4823, 4.1820, 0.7397], [3.2676, -0.5242, 4.8124], [-3.5075, 2.7692, 1.3009], [8.7682, 0.5567, 2.2620], [-2.0099, -0.0970, 4.0523], [6.5945, -2.0012, 3.8101], [-3.4225, 3.0834, 0.1525], [-4.3411, -0.5486, -7.6589], [-0.4054, 0.9627, -5.3069], [-1.5178, 0.9977, -4.9342], [2.2234, -0.9416, -2.5688], [-3.1822, 3.2136, -3.2090], [-5.8623, -0.5642, -6.5449], [-3.9662, -0.2993, -5.4377], [9.4421, 0.3535, 3.9144], [8.1603, -2.8222, 2.1027], [-1.0895, -0.4123, 2.1438], [7.3753, -0.1671, 3.7172], [1.9322, -2.5858, 5.4021], [9.3843, -1.6771, 2.7122], [-2.4804, -0.1245, -5.6860], [-1.8830, 0.7003, 1.5208], [-0.8828, -0.1940, -2.4677], [-6.5731, 1.8785, -1.1304], [8.5693, 0.6605, 3.3320], [2.1475, -2.3551, 6.8715], [1.7176, -1.3944, 7.1673], [0.1013, -3.3867, 1.8520]], "forces_ev_per_a": [[-2.94, 1.41, -2.10], [0.08, 0.13, -0.27], [0.04, 0.13, 0.28], [0.60, -1.21, 0.51], [-1.59, 0.68, -1.95], [-0.13, -0.13, -1.83], [1.20, -1.60, -1.61], [0.85, -1.33, -2.49], [-0.02, 0.39, 0.28], [1.11, -1.38, -1.79], [0.85, -2.25, 0.73], [0.81, -1.76, 4.19], [-0.67, -1.41, -0.77], [-0.30, -1.97, 1.59], [3.56, 2.35, 1.25], [0.42, -1.09, 2.12], [0.68, -0.63, -0.24], [-3.15, -1.66, 0.07], [-0.47, -0.83, 2.16], [0.40, -0.16, -0.34], [-0.41, -0.73, 0.59], [-3.54, 4.95, 5.68], [1.77, -3.15, 2.24], [0.55, -0.14, -0.23], [2.49, 0.15, -1.14], [0.25, -0.04, -0.21], [-1.12, 1.82, -0.88], [-0.68, 1.43, -1.67], [-0.91, 1.98, 1.09], [-3.53, 4.50, 5.41], [-0.11, 0.19, 0.07], [-0.05, -0.10, -0.20], [-2.11, 1.06, 0.59], [-0.93, 0.04, -0.71], [0.20, 0.16, 0.17], [-0.09, -0.32, 0.00], [-0.05, 1.14, -0.37], [-0.57, 0.30, 1.16], [-0.51, 1.01, -0.16], [-0.06, 0.05, 0.18], [-0.64, 1.70, 1.57], [-0.97, -0.35, -3.51], [-0.11, 0.67, 0.13], [0.51, -2.63, 0.12], [-0.24, -0.60, 1.27], [-0.29, -0.35, 0.07], [9.51, 4.48, 4.42], [1.87, -0.64, -1.78], [-2.08, 0.65, -1.56], [0.11, 0.01, -0.51], [0.40, 0.21, -2.75], [0.17, -0.04, 0.13], [1.51, -0.69, -0.87], [0.23, 0.09, -0.08], [0.57, 0.29, -0.30], [-0.70, 1.11, 1.99], [-2.33, -0.43, 0.80], [-1.60, 1.07, 0.58], [-1.22, 0.19, -2.13], [-5.38, -4.39, -2.60], [2.38, 1.20, -0.04], [1.30, 0.08, -0.15], [0.03, 0.00, -0.21], [0.32, -0.06, -0.03], [-1.01, 1.34, -1.67], [-0.85, -0.04, 0.34], [-0.16, -0.11, -0.95], [-0.23, -0.04, 0.09], [2.95, -4.12, -4.65], [3.68, -4.58, -2.15], [-2.11, 2.35, 0.48], [1.37, -0.19, 2.07], [0.10, 0.26, -0.01], [-0.07, -0.11, 0.29], [0.22, -0.02, 0.05], [0.87, 1.73, 0.19]], "lowdin_charge": [-0.0748, 0.0836, 0.0010, -0.1086, 0.1031, -0.1340, 0.1133, 0.0078, 0.0532, 0.0852, 0.1245, -0.0441, -0.3867, 0.0858, 0.0043, 0.0921, -0.0584, -0.0477, 0.0802, -0.0849, 0.0072, -0.0415, -0.0854, 0.0169, 0.1082, 0.0843, 0.0747, -0.0995, 0.0764, 0.1298, 0.0844, 0.0805, 0.1105, -0.1201, 0.0874, 0.0870, 0.0777, -0.2288, -0.1265, 0.1158, 0.1079, 0.0548, 0.0002, 0.0933, -0.1085, -0.0811, 0.0014, 0.0784, 0.0929, -0.0722, 0.1367, 0.0863, 0.0973, 0.1415, -0.3325, 0.1012, 0.1310, -0.0629, 0.0867, 0.0729, 0.1063, -0.2339, 0.0861, 0.0845, -0.1401, -0.5386, -0.5564, 0.0769, -0.2239, 0.0785, 0.0399, 0.0735, -0.0129, -0.0163, 0.0846, 0.1323]}